Entry 1:
{"formula": "C6H12NO", "method": "the ωB97M-V functional and the def2-TZVPD basis", "species": ["C", "C", "C", "C", "C", "N", "C", "O", "H", "H", "H", "H", "H", "H", "H", "H", "H", "H", "H", "H"], "xyz": [[-1.136, -2.951, -0.938], [-0.818, -1.665, -0.957], [0.444, -1.109, -0.388], [0.263, 0.207, 0.392], [1.641, 0.673, 0.922], [-0.444, 1.193, -0.378], [-0.863, 2.433, 0.393], [0.081, 3.350, 0.553], [-0.478, -3.694, -0.478], [-2.023, -3.415, -1.358], [-1.515, -0.953, -1.380], [0.892, -1.834, 0.301], [1.173, -0.954, -1.176], [-0.329, -0.045, 1.271], [1.759, 1.739, 0.704], [2.490, 0.147, 0.473], [1.743, 0.549, 2.004], [0.154, 1.536, -1.136], [-1.760, 2.812, -0.162], [-1.274, 1.982, 1.337]], "e_homo_ev": -2.47, "smiles": "C=CC[C@@H](C)NC[O-]", "lumo_ha": 0.1341, "e_above_lowest_kcal_mol": 4.0, "energy_ev": -9953.1738, "total_charge": -1}



Entry 2:
{"formula": "C6H12NO", "method": "the ωB97M-V functional and the def2-TZVPD basis", "species": ["C", "C", "C", "N", "C", "C", "C", "O", "H", "H", "H", "H", "H", "H", "H", "H", "H", "H", "H", "H"], "xyz": [[-1.788, 0.259, -0.649], [-0.774, 0.042, 0.436], [-0.971, 0.708, 1.567], [-2.101, 1.572, 1.873], [0.361, -0.863, 0.121], [1.454, -0.130, -0.664], [2.542, -1.287, -1.269], [3.804, -0.916, -1.090], [-2.730, -0.254, -0.326], [-1.528, -0.046, -1.656], [-2.027, 1.324, -0.713], [-0.271, 0.763, 2.408], [-1.890, 2.108, 2.710], [-2.380, 2.176, 1.113], [-0.083, -1.642, -0.496], [0.787, -1.296, 1.040], [2.110, 0.417, 0.010], [1.007, 0.564, -1.388], [2.193, -2.168, -0.705], [2.283, -1.332, -2.324]], "e_homo_ev": -2.07, "smiles": "C/C(=C\\N)CCC[O-]", "lumo_ha": 0.1249, "e_above_lowest_kcal_mol": 15.3, "energy_ev": -9952.6844, "total_charge": -1}



Entry 3:
{"formula": "C6H12NO", "method": "the ωB97M-V functional and the def2-TZVPD basis", "species": ["C", "C", "O", "C", "H", "H", "H", "H", "H", "H", "C", "C", "C", "N", "H", "H", "H", "H", "H", "H"], "xyz": [[1.032, -0.726, -1.109], [0.316, -1.845, -1.057], [0.475, -2.687, -0.003], [-0.659, -2.271, -2.105], [0.883, -0.051, -1.939], [1.769, -0.487, -0.356], [0.006, -3.516, -0.170], [-0.678, -1.563, -2.924], [-0.404, -3.257, -2.504], [-1.673, -2.344, -1.705], [-0.499, 1.248, 1.209], [-1.313, 0.822, 2.158], [0.976, 3.065, 0.650], [0.434, 2.289, 1.498], [-0.455, 0.850, 0.203], [-1.282, 1.228, 3.158], [-2.011, 0.034, 1.923], [1.652, 3.833, 0.996], [0.773, 2.943, -0.406], [0.658, 2.435, 2.483]], "e_homo_ev": -11.90, "lumo_ha": -0.1952, "e_above_lowest_kcal_mol": 36.9, "energy_ev": -9945.5046, "total_charge": 1}



Entry 4:
{"formula": "C6H12NO3Si", "method": "the ωB97M-V functional and the def2-TZVPD basis", "species": ["C", "C", "C", "C", "C", "C", "N", "O", "O", "O", "Si", "H", "H", "H", "H", "H", "H", "H", "H", "H", "H", "H", "H"], "xyz": [[0.641, -0.340, 1.477], [-1.517, -0.209, 0.405], [0.525, -1.197, -0.761], [2.056, 0.136, 1.370], [-1.948, 1.305, 0.352], [0.252, -0.704, -2.190], [-0.021, -0.263, 0.220], [2.901, -0.344, 0.688], [-1.180, 1.996, -0.601], [0.384, 0.719, -2.308], [0.298, 1.407, -0.834], [0.683, -1.387, 1.652], [0.028, 0.082, 2.333], [-1.871, -0.587, 1.390], [-2.015, -0.584, -0.444], [0.238, -2.331, -0.583], [1.571, -1.286, -0.698], [1.255, 1.607, 0.138], [2.318, 1.021, 2.176], [-3.186, 1.297, 0.139], [-1.737, 1.753, 1.312], [1.095, -1.219, -2.745], [-0.772, -0.871, -2.488]], "e_homo_ev": -14.14, "lumo_ha": -0.1545, "e_above_lowest_kcal_mol": 94.5, "energy_ev": -21919.2436, "total_charge": 1}



Entry 5:
{"formula": "C6H12NOP", "method": "the ωB97M-V functional and the def2-TZVPD basis", "species": ["C", "P", "C", "C", "C", "N", "C", "O", "C", "H", "H", "H", "H", "H", "H", "H", "H", "H", "H", "H", "H"], "xyz": [[1.801, 1.362, 0.261], [1.037, -0.310, 0.417], [2.225, -1.621, -0.110], [-0.539, -0.432, -0.573], [-1.213, 0.906, -0.973], [-2.032, 1.349, 0.169], [-1.817, 0.350, 1.220], [-1.769, 0.577, 2.336], [-1.598, -0.956, 0.467], [2.674, 1.422, -0.380], [1.058, 2.089, -0.024], [2.117, 1.642, 1.251], [3.237, -1.244, -0.091], [2.018, -2.071, -1.076], [2.176, -2.405, 0.626], [-0.545, -1.134, -1.392], [-1.791, 0.742, -1.874], [-0.529, 1.691, -1.267], [-2.984, 1.144, -0.131], [-2.468, -1.446, 0.053], [-1.059, -1.659, 1.091]], "e_homo_ev": -7.76, "smiles": "CP(C)[C@@H]1CNC(=O)C1", "lumo_ha": 0.0280, "e_above_lowest_kcal_mol": 24.7, "energy_ev": -19241.5676, "total_charge": 0}



Entry 6:
{"formula": "C6H12NS", "method": "the ωB97M-V functional and the def2-TZVPD basis", "species": ["C", "C", "C", "S", "C", "C", "C", "N", "H", "H", "H", "H", "H", "H", "H", "H", "H", "H", "H", "H"], "xyz": [[0.033, 0.331, -2.401], [-0.135, 0.464, -0.863], [-0.920, 1.447, -0.312], [-1.256, 1.212, 1.362], [0.084, -0.030, 1.540], [1.308, 0.777, 1.887], [0.203, -0.682, 0.198], [-0.696, -1.903, -0.103], [0.365, -0.651, -2.627], [0.539, 1.186, -2.945], [-0.950, 0.541, -2.781], [-1.371, 2.136, -0.904], [-0.101, -0.625, 2.376], [1.546, 1.500, 1.027], [2.140, 0.248, 2.293], [0.957, 1.492, 2.729], [1.204, -1.002, 0.151], [-1.687, -1.599, -0.011], [-0.699, -2.669, 0.476], [-0.565, -2.172, -1.092]], "e_homo_ev": -12.02, "smiles": "CC1=CS[C@H](C)[C@H]1[NH3+]", "lumo_ha": -0.1346, "e_above_lowest_kcal_mol": 30.9, "energy_ev": -18733.9154, "total_charge": 1}



Entry 7:
{"formula": "C6H12NS2", "method": "the ωB97M-V functional and the def2-TZVPD basis", "species": ["C", "C", "C", "C", "C", "N", "C", "S", "S", "H", "H", "H", "H", "H", "H", "H", "H", "H", "H", "H", "H"], "xyz": [[-1.553, -1.510, -0.441], [-1.251, -0.069, -0.176], [-2.149, 0.317, 1.086], [0.199, 0.133, 0.072], [0.866, 1.472, 0.293], [2.255, 1.303, 0.801], [2.715, -0.141, 0.680], [3.852, -0.525, -0.686], [1.179, -1.129, 0.632], [-1.245, -1.920, -1.441], [-2.638, -1.830, -0.370], [-1.131, -2.314, 0.311], [-1.652, 0.485, -0.975], [-2.124, 1.288, 1.302], [-1.853, -0.212, 1.910], [-3.126, -0.098, 0.673], [0.437, 2.393, -0.074], [2.755, 2.019, 0.286], [2.296, 1.486, 1.876], [3.322, -0.199, 1.560], [2.894, -0.591, -1.804]], "e_homo_ev": -12.62, "smiles": "CC(C)C1=C[NH2+][C@H](S)S1", "lumo_ha": -0.1329, "e_above_lowest_kcal_mol": 33.2, "energy_ev": -29567.7210, "total_charge": 1}



Entry 8:
{"formula": "C6H12O", "method": "the ωB97M-V functional and the def2-TZVPD basis", "species": ["C", "C", "C", "C", "C", "C", "O", "H", "H", "H", "H", "H", "H", "H", "H", "H", "H", "H", "H"], "xyz": [[2.140, -0.336, 0.027], [0.935, 0.551, -0.230], [-0.444, -0.090, -0.243], [-0.975, -0.666, -1.562], [-0.861, -0.771, 1.037], [-1.305, 0.641, 0.792], [-0.729, 1.627, 1.626], [2.325, -1.074, -0.757], [2.020, -0.874, 0.974], [3.027, 0.298, 0.128], [1.043, 1.150, -1.142], [0.902, 1.263, 0.599], [-1.038, 0.072, -2.370], [-0.322, -1.472, -1.932], [-1.970, -1.121, -1.464], [-0.092, -0.980, 1.778], [-1.632, -1.538, 0.980], [-2.353, 0.841, 0.592], [-0.670, 2.479, 1.164]], "e_homo_ev": -9.46, "smiles": "CC[C@@]1(C)C[C@H]1O", "lumo_ha": 0.0331, "e_above_lowest_kcal_mol": 33.7, "energy_ev": -8462.8945, "total_charge": 0}



Entry 9:
{"formula": "C6H12O", "method": "the ωB97M-V functional and the def2-TZVPD basis", "species": ["C", "C", "C", "C", "O", "C", "C", "H", "H", "H", "H", "H", "H", "H", "H", "H", "H", "H", "H"], "xyz": [[-2.062, -1.093, -0.180], [-0.787, -0.248, -0.143], [-1.120, 1.228, 0.179], [0.435, -1.003, 0.374], [1.274, -1.288, -0.781], [1.790, -0.459, 0.240], [2.129, 0.989, -0.038], [-2.688, -0.705, -0.990], [-1.834, -2.141, -0.404], [-2.666, -1.062, 0.739], [-0.371, -0.260, -1.149], [-1.990, 1.350, 0.837], [-1.384, 1.701, -0.777], [-0.297, 1.808, 0.605], [0.297, -1.894, 0.991], [2.569, -0.992, 0.783], [1.434, 1.490, -0.719], [3.128, 1.041, -0.480], [2.141, 1.539, 0.913]], "e_homo_ev": -9.90, "smiles": "CC(C)[C@H]1O[C@H]1C", "lumo_ha": 0.0389, "e_above_lowest_kcal_mol": 43.2, "energy_ev": -8462.4801, "total_charge": 0}



Entry 10:
{"formula": "C6H12O", "method": "the ωB97M-V functional and the def2-TZVPD basis", "species": ["C", "C", "C", "C", "C", "C", "O", "H", "H", "H", "H", "H", "H", "H", "H", "H", "H", "H", "H"], "xyz": [[2.726, -0.392, 0.418], [1.635, -0.339, -0.633], [0.353, 0.247, -0.115], [-1.951, 1.407, -0.100], [-2.406, 0.064, -0.056], [-1.345, -1.048, 0.250], [-0.231, -0.617, 0.867], [2.956, 0.615, 0.789], [2.401, -0.999, 1.268], [3.641, -0.823, 0.006], [1.929, 0.286, -1.485], [1.394, -1.336, -1.023], [0.516, 1.251, 0.297], [-1.496, 1.865, 0.769], [-2.079, 2.030, -0.975], [-3.069, -0.247, -0.865], [-2.927, -0.080, 0.917], [-1.679, -2.016, 0.619], [-0.366, 0.134, -0.948]], "e_homo_ev": [-7.14, -7.61], "lumo_ha": [0.0246, 0.0311], "e_above_lowest_kcal_mol": 115.4, "energy_ev": -8459.3481, "total_charge": 0}



Entry 11:
{"formula": "C6H12O", "method": "the ωB97M-V functional and the def2-TZVPD basis", "species": ["C", "C", "C", "O", "C", "C", "C", "H", "H", "H", "H", "H", "H", "H", "H", "H", "H", "H", "H"], "xyz": [[1.532, 0.942, 0.444], [0.726, -0.322, 0.172], [1.398, -1.343, -0.745], [-0.080, -1.035, 1.125], [-0.734, -0.116, 0.249], [-1.326, 1.011, 1.086], [-1.573, -0.462, -0.958], [2.586, 0.843, 0.178], [1.449, 1.329, 1.460], [1.107, 1.700, -0.229], [0.855, -1.551, -1.672], [1.457, -2.286, -0.188], [2.417, -1.042, -1.003], [-1.410, 1.966, 0.557], [-2.332, 0.703, 1.398], [-0.739, 1.153, 1.997], [-2.577, -0.829, -0.736], [-1.074, -1.153, -1.638], [-1.681, 0.491, -1.496]], "e_homo_ev": -9.73, "smiles": "CC1(C)OC1(C)C", "lumo_ha": 0.0345, "e_above_lowest_kcal_mol": 34.8, "energy_ev": -8462.8464, "total_charge": 0}



Entry 12:
{"formula": "C6H12O", "method": "the ωB97M-V functional and the def2-TZVPD basis", "species": ["C", "C", "C", "C", "C", "C", "O", "H", "H", "H", "H", "H", "H", "H", "H", "H", "H", "H", "H"], "xyz": [[-1.734, -0.413, -1.269], [-0.424, 0.184, -1.788], [0.784, -0.576, -1.313], [1.854, -0.030, -0.742], [1.007, 0.320, 2.178], [-0.357, 0.951, 2.107], [0.821, -0.972, 2.376], [-2.599, 0.149, -1.638], [-1.764, -0.407, -0.174], [-1.846, -1.453, -1.598], [-0.338, 1.235, -1.484], [-0.440, 0.179, -2.887], [0.749, -1.658, -1.456], [1.929, 1.041, -0.565], [2.701, -0.630, -0.419], [-0.411, 1.706, 2.902], [-1.202, 0.254, 2.196], [-0.426, 1.507, 1.163], [1.696, -1.388, 2.410]], "e_homo_ev": -8.38, "lumo_ha": 0.0339, "e_above_lowest_kcal_mol": 81.1, "energy_ev": -8460.8366, "total_charge": 0}